The following is a quantum chemistry calculation of a cluster of 14 separate species, C73H187N15O24 in total at a distorted geometry, from OMol25.

As for the energy above the lowest of the compared OMol25 structures with the same formula, charge and spin: 0.0 kJ/mol. The value obtained for the highest occupied orbital energy is -8.21 eV. For the orbital gap, the calculation gives 8.7 eV. Its spin multiplicity is 1.

```
299
Properties=species:S:1:pos:R:3:lowdin_charge:R:1
C -20.3557 -14.0431 -28.4606 -0.695
O -19.7913 -13.9845 -27.3882 0.018
N -20.3267 -15.2135 -29.1728 0.168
N -21.0416 -13.0163 -28.9739 0.176
H -19.4811 -15.7377 -29.0405 0.049
H -20.4621 -15.1358 -30.1582 0.099
H -21.8063 -13.1940 -29.6057 0.104
H -21.2106 -12.2697 -28.2940 0.068
C -20.8080 -16.7574 -23.8511 -0.057
C -19.4788 -16.1247 -23.6008 -0.425
C -18.2673 -16.7592 -24.2935 -0.181
O -17.9900 -18.0854 -23.8386 -0.203
C -16.5805 -18.4075 -23.9730 -0.054
N -19.5736 -14.7886 -24.1734 0.047
H -20.8388 -16.9875 -24.9202 0.071
H -21.7081 -16.1639 -23.5920 0.080
H -20.8936 -17.7340 -23.3407 0.065
H -19.2715 -16.0165 -22.5208 0.130
H -17.3919 -16.0956 -24.1069 0.117
H -18.4458 -16.7122 -25.4192 0.139
H -16.2487 -18.3153 -25.0210 0.096
H -16.5563 -19.4297 -23.5964 0.069
H -16.0149 -17.7441 -23.3142 0.055
H -20.5134 -14.4205 -24.0670 0.057
H -19.3844 -14.7152 -25.1742 0.052
C -14.9023 -21.5715 -29.9619 -0.067
C -14.7458 -20.7345 -28.7000 -0.441
C -15.7332 -20.9160 -27.6046 -0.179
O -17.0542 -20.6879 -28.1001 -0.212
C -18.1119 -21.1079 -27.2329 -0.081
N -13.3499 -20.9926 -28.3564 0.044
H -15.9416 -21.6460 -30.2753 0.062
H -14.5925 -22.6164 -29.7993 0.089
H -14.3644 -21.1500 -30.8129 0.076
H -14.8087 -19.6994 -29.0540 0.119
H -15.6368 -20.2107 -26.7789 0.116
H -15.6851 -21.8875 -27.1308 0.126
H -19.0102 -20.6024 -27.5689 0.065
H -17.9776 -20.8204 -26.1862 0.078
H -18.3197 -22.1918 -27.2639 0.101
H -12.8129 -20.8057 -29.1948 0.069
H -12.9808 -20.3046 -27.7082 0.050
C -20.2921 -11.4612 -22.5400 -0.056
C -19.8997 -12.3181 -21.3100 -0.411
C -21.1047 -13.2207 -21.1333 -0.217
O -21.1170 -13.7711 -19.8124 -0.177
C -22.2138 -14.6616 -19.8397 -0.133
N -18.6850 -13.0952 -21.4450 0.069
H -20.8717 -12.1160 -23.1411 0.024
H -19.3712 -11.0725 -22.9826 0.091
H -20.8920 -10.6121 -22.2233 0.083
H -19.8203 -11.6483 -20.4424 0.136
H -20.9972 -14.0898 -21.7868 0.108
H -22.0530 -12.6861 -21.2687 0.107
H -22.3038 -15.2249 -18.9258 0.082
H -22.1217 -15.3177 -20.7213 0.073
H -23.1850 -14.1292 -19.9757 0.095
H -18.6788 -13.5792 -22.3423 0.042
H -18.4389 -13.7291 -20.7022 0.040
C -23.7657 -11.6558 -23.4605 -0.123
O -23.1072 -12.5612 -24.3123 -0.209
C -22.8954 -12.0322 -25.6058 -0.192
C -21.5165 -11.3526 -25.6452 -0.238
N -21.3245 -10.7494 -26.9041 -0.089
C -20.0299 -10.0918 -27.0451 -0.195
C -19.9333 -9.2866 -28.3782 -0.211
O -20.9649 -8.3355 -28.4468 -0.196
C -20.8201 -7.1742 -27.6616 -0.106
H -24.8413 -11.5808 -23.6927 0.081
H -23.3473 -10.6502 -23.5664 0.086
H -23.6588 -11.9239 -22.3973 0.082
H -23.6707 -11.3375 -25.9529 0.128
H -22.9660 -12.9173 -26.2464 0.110
H -20.7050 -12.0587 -25.4140 0.117
H -21.4725 -10.6278 -24.8121 0.108
H -22.0036 -9.9955 -27.0273 0.124
H -19.2713 -10.9055 -27.0791 0.128
H -19.7660 -9.4203 -26.1972 0.118
H -20.0396 -9.9824 -29.2058 0.112
H -18.9075 -8.9109 -28.4875 0.121
H -21.5169 -6.4060 -27.9838 0.087
H -19.8078 -6.7459 -27.7628 0.093
H -20.9511 -7.4228 -26.6050 0.080
C -13.3652 -27.4882 -28.1294 -0.116
O -13.5692 -27.0694 -26.7962 -0.189
C -12.4899 -27.4054 -25.9408 -0.259
C -12.9142 -27.1161 -24.5282 -0.218
N -13.2713 -25.6865 -24.3592 -0.038
C -13.5856 -25.2244 -22.9636 -0.213
C -13.9383 -23.7932 -23.0457 -0.241
O -15.1734 -23.6474 -23.7718 -0.190
C -15.7436 -22.3258 -23.6814 -0.083
H -12.4677 -27.0119 -28.5549 0.088
H -14.2443 -27.1736 -28.7030 0.088
H -13.2607 -28.5892 -28.1946 0.089
H -11.5757 -26.8656 -26.1699 0.120
H -12.1986 -28.4832 -25.9423 0.128
H -11.9577 -27.3156 -24.0251 0.118
H -13.6797 -27.8160 -24.1757 0.119
H -14.0954 -25.4639 -24.9244 0.104
H -12.6603 -25.3318 -22.4037 0.113
H -14.3475 -25.7978 -22.3850 0.127
H -13.1003 -23.3281 -23.5731 0.115
H -14.0622 -23.2871 -22.0752 0.122
H -16.7554 -22.3420 -24.0900 0.073
H -15.1230 -21.6419 -24.2740 0.084
H -15.7504 -21.9903 -22.6486 0.057
C -16.5444 -18.7085 -32.9288 -0.101
O -17.6158 -18.3075 -32.0668 -0.184
C -17.7699 -19.3069 -31.0421 -0.195
C -18.6907 -18.6031 -30.0375 -0.187
N -18.2346 -17.3250 -29.5399 -0.072
C -17.1751 -17.3199 -28.5960 -0.193
C -16.8057 -15.8852 -28.0999 -0.217
O -15.6401 -15.8694 -27.3131 -0.210
C -15.4536 -14.5389 -26.8816 -0.103
H -16.1606 -17.9480 -33.6037 0.084
H -16.8141 -19.5228 -33.5717 0.077
H -15.6860 -19.0288 -32.3478 0.073
H -16.7746 -19.4056 -30.5791 0.086
H -18.1409 -20.3183 -31.3317 0.143
H -18.9007 -19.2292 -29.1671 0.094
H -19.6401 -18.5595 -30.5671 0.105
H -17.9646 -16.7225 -30.3067 0.113
H -16.2688 -17.7534 -29.0138 0.107
H -17.4269 -17.9544 -27.7416 0.117
H -17.6288 -15.4845 -27.4940 0.098
H -16.6816 -15.2899 -29.0300 0.133
H -15.4861 -13.8253 -27.7479 0.102
H -14.4655 -14.4995 -26.4393 0.071
H -16.2468 -14.2006 -26.2005 0.094
C -20.1826 -22.4694 -24.1038 -0.105
O -20.7925 -21.7301 -25.1116 -0.185
C -20.9939 -20.3944 -24.7128 -0.244
C -22.3525 -20.1917 -24.1325 -0.222
N -23.4264 -20.5608 -25.0468 -0.021
C -24.7775 -20.0949 -24.6990 -0.176
C -25.4011 -19.0707 -25.6279 -0.248
O -25.7968 -19.7606 -26.7490 -0.176
C -26.4845 -18.9446 -27.6260 -0.127
H -20.1003 -23.4429 -24.5740 0.095
H -20.8140 -22.6114 -23.2201 0.086
H -19.2066 -22.0564 -23.8679 0.071
H -20.8553 -19.7661 -25.6104 0.109
H -20.1550 -20.0553 -24.0603 0.116
H -22.4157 -19.1226 -23.8941 0.097
H -22.3929 -20.6451 -23.1292 0.123
H -23.4216 -21.5741 -25.0572 0.110
H -24.8599 -19.7192 -23.6844 0.094
H -25.3635 -21.0195 -24.7865 0.128
H -24.6251 -18.3904 -26.0044 0.109
H -26.2083 -18.5385 -25.0846 0.130
H -25.8669 -18.1269 -27.9934 0.067
H -27.3683 -18.4476 -27.1809 0.093
H -26.8786 -19.5651 -28.4341 0.099
C -15.6543 -15.5832 -21.4034 -0.068
O -14.3772 -15.8473 -21.9657 -0.172
C -14.2585 -16.0246 -23.3326 -0.271
C -13.0070 -15.3001 -23.7859 -0.208
N -13.1440 -13.9191 -23.2909 -0.035
C -11.9242 -13.1003 -23.4717 -0.205
C -11.9835 -11.6797 -22.8896 -0.236
O -11.9981 -11.8055 -21.4867 -0.194
C -12.0722 -10.5847 -20.8216 -0.132
H -16.2062 -16.5035 -21.3148 0.070
H -16.1817 -14.8510 -21.9856 0.082
H -15.5634 -15.0800 -20.4681 0.078
H -15.0293 -15.6009 -23.9775 0.109
H -14.1269 -17.0605 -23.6753 0.108
H -12.9440 -15.2935 -24.9024 0.108
H -12.1560 -15.9195 -23.4659 0.116
H -13.2462 -13.9766 -22.2819 0.101
H -11.7996 -12.9421 -24.5546 0.117
H -11.0640 -13.5893 -23.0323 0.112
H -12.8806 -11.2058 -23.3216 0.126
H -11.0914 -11.1019 -23.1881 0.122
H -11.8752 -10.8132 -19.7712 0.087
H -13.0873 -10.1352 -20.8768 0.096
H -11.3279 -9.8712 -21.1931 0.085
C -24.3337 -15.5917 -27.6208 -0.110
O -23.6613 -16.7487 -28.0574 -0.224
C -22.4856 -16.9787 -27.2587 -0.212
C -21.5907 -17.8759 -28.0850 -0.218
N -21.9605 -19.2876 -28.1590 -0.024
C -23.1697 -19.5700 -28.9734 -0.198
C -22.7489 -19.7365 -30.3830 -0.209
O -23.9339 -19.7646 -31.2385 -0.185
C -23.5736 -20.0995 -32.5591 -0.145
H -24.6966 -15.7023 -26.5898 0.086
H -25.1301 -15.4846 -28.3463 0.089
H -23.7281 -14.6895 -27.7468 0.069
H -22.7327 -17.2005 -26.1856 0.116
H -22.0011 -15.9868 -27.2114 0.097
H -20.5753 -17.8917 -27.6353 0.111
H -21.5056 -17.3645 -29.0633 0.103
H -22.0873 -19.6190 -27.1938 0.073
H -23.9515 -18.7999 -28.9460 0.097
H -23.6715 -20.4605 -28.5567 0.131
H -22.2414 -20.6921 -30.5631 0.122
H -22.0454 -18.9743 -30.6740 0.099
H -22.9293 -19.3737 -33.0631 0.083
H -24.5411 -20.1276 -33.0763 0.086
H -23.1390 -21.1048 -32.6746 0.085
C -14.6572 -19.7367 -20.8957 -0.098
O -13.7927 -19.9397 -22.0001 -0.216
C -12.4221 -19.9554 -21.6553 -0.218
C -11.5350 -20.2285 -22.8840 -0.233
N -11.7617 -19.3511 -23.9779 -0.048
C -10.9466 -19.4607 -25.1183 -0.239
C -11.1492 -18.2442 -25.9663 -0.261
O -12.4948 -18.0685 -26.3076 -0.207
C -12.6830 -17.1980 -27.4250 -0.087
H -15.6445 -19.8082 -21.3496 0.050
H -14.5424 -18.7273 -20.4978 0.094
H -14.5518 -20.5506 -20.1698 0.093
H -12.1506 -20.7811 -20.9615 0.127
H -12.1142 -18.9704 -21.2373 0.134
H -11.5756 -21.3113 -23.1666 0.118
H -10.5301 -20.1307 -22.4530 0.119
H -12.7513 -19.5156 -24.1419 0.115
H -10.9746 -20.3348 -25.7658 0.118
H -9.8993 -19.4175 -24.7953 0.130
H -10.5668 -18.4263 -26.8953 0.126
H -10.7410 -17.3688 -25.4546 0.122
H -12.2019 -17.6356 -28.3080 0.085
H -12.1675 -16.2490 -27.2883 0.083
H -13.7584 -17.0455 -27.4921 0.070
C -28.8322 -13.5894 -22.7409 -0.114
O -27.7703 -14.5216 -22.8327 -0.210
C -26.4956 -13.9523 -23.1345 -0.213
C -25.3961 -15.0513 -23.1053 -0.180
N -25.5339 -15.8373 -21.8513 -0.053
C -24.7373 -17.0712 -21.9246 -0.202
C -25.0211 -17.9848 -20.6788 -0.197
O -26.3080 -18.5705 -20.7642 -0.194
C -27.3401 -17.9954 -19.9690 -0.100
H -28.7840 -12.9961 -21.8240 0.090
H -29.8044 -14.0917 -22.8468 0.089
H -28.9165 -12.9386 -23.6122 0.080
H -26.3346 -13.2419 -22.3134 0.112
H -26.4832 -13.3473 -24.1038 0.133
H -24.3923 -14.6111 -23.1751 0.104
H -25.5188 -15.7391 -23.9549 0.103
H -26.5280 -16.1135 -21.8070 0.098
H -23.6771 -16.7789 -22.0464 0.098
H -24.9612 -17.6544 -22.8554 0.097
H -25.0039 -17.2618 -19.8787 0.101
H -24.2536 -18.7542 -20.6138 0.116
H -28.1755 -17.8348 -20.6343 0.083
H -27.0282 -17.0763 -19.4682 0.084
H -27.5862 -18.6908 -19.1577 0.085
C -22.7368 -24.8641 -21.3691 -0.111
O -21.7456 -24.2620 -20.5842 -0.199
C -21.0901 -25.1325 -19.7204 -0.241
C -20.0846 -24.3342 -18.9117 -0.236
N -19.3927 -23.3145 -19.6491 -0.072
C -18.3356 -22.6181 -18.9527 -0.179
C -17.7998 -21.3894 -19.8041 -0.187
O -18.9126 -20.5940 -20.1291 -0.196
C -18.6401 -19.6373 -21.0586 -0.152
H -22.3882 -25.7721 -21.8546 0.084
H -22.9986 -24.1462 -22.1602 0.088
H -23.5952 -25.1642 -20.7438 0.092
H -20.4269 -25.8112 -20.2677 0.123
H -21.7925 -25.7050 -19.1032 0.127
H -19.2968 -25.0431 -18.5661 0.127
H -20.5634 -23.9750 -17.9912 0.114
H -20.1059 -22.6744 -19.9481 0.099
H -17.4754 -23.3166 -18.7755 0.124
H -18.6763 -22.2965 -17.9456 0.117
H -17.3484 -21.6537 -20.7617 0.101
H -17.0850 -20.7493 -19.2819 0.114
H -17.8138 -18.9534 -20.7538 0.082
H -19.5849 -19.0964 -21.1592 0.099
H -18.3595 -20.0743 -22.0395 0.081
C -19.0378 -10.7847 -13.0718 -0.139
O -18.8661 -11.0514 -14.4291 -0.195
C -17.4855 -11.1419 -14.7445 -0.210
C -17.3669 -11.6220 -16.2235 -0.203
N -17.9771 -12.9363 -16.3636 -0.060
C -17.7684 -13.4055 -17.7001 -0.236
C -18.3289 -14.7913 -17.7723 -0.260
O -18.0609 -15.3992 -18.9996 -0.197
C -18.8463 -16.5642 -19.2340 -0.076
H -18.6246 -9.8231 -12.7724 0.082
H -18.6567 -11.5800 -12.4140 0.091
H -20.1395 -10.7314 -12.9258 0.097
H -17.0008 -11.9357 -14.1954 0.115
H -17.0343 -10.1655 -14.5942 0.118
H -16.3103 -11.7070 -16.4748 0.113
H -17.7854 -10.8876 -16.9452 0.124
H -18.9568 -12.8657 -16.1770 0.106
H -16.6758 -13.4406 -17.9174 0.137
H -18.2707 -12.8228 -18.5065 0.123
H -19.3666 -14.6609 -17.4900 0.120
H -17.8677 -15.4227 -17.0098 0.128
H -18.6498 -17.3254 -18.4770 0.096
H -18.4615 -17.0119 -20.1424 0.047
H -19.8979 -16.3035 -19.3746 0.083
```